# 1
Here is C10H9F5N2O3PdS as an isolated structure from OMol25. Energies are from ωB97M-V/def2-TZVPD.

```
31
Properties=species:S:1:pos:R:3:forces:R:3
Pd -0.562 0.099 0.039 0.8249 -0.2151 0.1823
F 6.931 -0.733 -0.085 0.0552 0.0167 0.0031
C 5.594 -0.944 -0.045 -0.0320 0.0562 -0.0115
C 4.701 0.111 -0.076 0.1197 -0.0824 0.0006
F 5.191 1.368 -0.147 0.0052 0.0956 -0.0137
C 3.340 -0.103 -0.037 -0.2557 -0.4457 0.0206
F 2.577 0.991 -0.085 -0.1258 0.2033 0.0147
C 2.746 -1.394 0.046 0.5517 0.1335 0.0030
S 1.077 -1.761 0.118 -0.5055 0.5747 -0.1030
C 3.716 -2.427 0.068 -0.2333 0.1392 -0.0003
F 3.308 -3.709 0.135 0.0495 -0.0877 0.0126
C 5.076 -2.221 0.026 0.0653 -0.0549 0.0046
F 5.931 -3.270 0.054 0.0205 -0.0597 0.0023
N -0.287 2.595 0.302 -0.1288 0.0931 -0.0964
N -1.424 3.427 0.328 -0.0176 -0.1314 0.0435
C -2.685 2.793 -0.004 0.1521 0.0651 -0.0065
O -3.596 3.605 -0.287 0.0681 -0.0660 0.0105
O -2.711 1.548 0.044 -0.2833 0.2442 0.0170
H 0.416 2.919 0.945 -0.0006 -0.0401 0.0993
H 0.112 2.472 -0.622 0.0332 -0.0198 -0.0624
H -1.335 4.286 -0.196 -0.0471 0.0584 -0.0529
C -4.087 -0.824 -1.305 0.1045 0.0257 -0.0960
C -3.240 -1.239 -0.124 -0.0829 0.1533 0.0292
C -3.843 -0.985 1.237 0.1175 0.0245 0.0820
O -2.137 -1.728 -0.259 -0.3754 -0.5923 -0.0922
H -5.066 -1.314 -1.265 -0.0066 0.0192 0.0070
H -3.574 -1.086 -2.230 -0.0095 -0.0330 0.0208
H -4.222 0.259 -1.264 -0.0158 -0.0183 0.0528
H -4.789 -1.526 1.349 -0.0133 0.0021 -0.0152
H -4.025 0.087 1.335 -0.0180 -0.0268 -0.0398
H -3.136 -1.296 2.005 -0.0161 -0.0316 -0.0159
```
Forces are in eV/Å.

Computed properties:
strongest force on any atom: 0.9 eV/A
net charge: -2
highest occupied orbital energy: 0.86 eV
energy relative to the best compared isomer or geometry (same formula, charge and spin): 0.0 kJ/mol
electronic energy: -47540.15077 eV



# 2
Here is a 11-piece molecular cluster, C114H80O26 overall in a non-equilibrium geometry from OMol25. Energies are from ωB97M-V/def2-TZVPD.

```
220
Properties=species:S:1:pos:R:3:forces:R:3
O -3.480 -4.732 -6.453 -0.4204 -0.1698 1.5402
C -2.972 -4.384 -5.386 1.6909 0.3733 -3.2296
C -3.509 -4.626 -4.075 -1.6225 -0.0970 1.0852
C -4.756 -5.298 -3.965 2.0991 0.3393 0.2284
C -5.213 -5.512 -2.658 -1.5691 -1.7424 -0.8280
C -4.457 -5.160 -1.547 -1.1411 0.4404 0.4515
C -3.347 -4.362 -1.706 -0.5099 -0.4661 0.9611
C -2.866 -4.096 -2.946 0.5502 -0.0157 -1.4625
C -1.615 -3.292 -3.057 0.4022 0.9269 0.0100
O -1.144 -2.780 -2.042 -0.3912 -0.6740 -1.3949
C -1.028 -3.077 -4.455 0.9645 -0.1733 2.2207
C 0.197 -2.376 -4.564 -0.5306 0.0671 -2.9724
C 0.650 -2.165 -5.897 -0.0201 -1.2012 1.4445
C 0.015 -2.796 -7.002 0.9769 2.8025 0.7390
C -1.167 -3.422 -6.871 -0.7388 -1.8421 1.3111
C -1.639 -3.662 -5.538 -1.2242 0.3412 -1.2133
H -5.091 -5.694 -4.940 -0.6070 0.2685 0.9753
H -6.180 -6.080 -2.529 1.2023 0.7065 -0.0129
H -4.819 -5.380 -0.526 0.1620 0.0484 -0.7270
H -2.879 -3.960 -0.841 0.6248 0.1965 0.5014
H 0.744 -1.928 -3.758 -0.2232 -0.0289 0.2793
H 1.576 -1.614 -6.023 -0.0972 -0.0273 -0.1733
H 0.325 -2.463 -7.972 0.4698 -0.3947 -0.5135
H -1.622 -3.849 -7.766 -0.3232 0.1368 0.6063
O 1.447 -0.354 2.952 -0.1356 -0.3350 -0.4047
C 2.044 0.560 3.469 -0.1507 0.7709 1.5394
C 3.374 1.040 2.980 0.6106 -0.0157 1.2977
C 3.870 0.417 1.854 -0.2689 0.8731 0.1711
C 5.135 0.783 1.416 0.0544 -0.3825 -0.6413
C 5.917 1.705 2.094 -0.8098 0.5681 -1.2016
C 5.329 2.433 3.134 1.9031 -0.2549 -0.3413
C 4.165 2.023 3.687 -2.5039 -0.1755 -0.3388
C 3.584 2.799 4.860 -0.8174 -1.6042 -0.1804
O 4.144 3.701 5.432 0.0835 -0.0893 -0.3915
C 2.225 2.273 5.321 -0.4591 0.7832 -0.1929
C 1.604 2.966 6.358 -0.3156 -0.9294 -0.8109
C 0.312 2.714 6.787 0.5722 -0.0814 0.9294
C -0.358 1.650 6.199 0.0171 -0.3376 0.1883
C 0.262 0.909 5.219 -0.2403 -0.3493 -1.2665
C 1.484 1.256 4.701 1.9192 0.3138 -0.5679
H 3.172 -0.201 1.295 0.4645 -0.1533 0.0476
H 5.446 0.436 0.435 0.2602 -0.2510 0.2226
H 6.827 2.004 1.568 -0.0705 0.0994 0.6476
H 5.808 3.321 3.501 0.2701 0.1291 0.4263
H 2.184 3.712 6.779 0.8836 1.5459 1.0082
H -0.020 3.267 7.691 -0.2668 -0.4188 -1.0024
H -1.330 1.309 6.475 -0.5905 0.1684 0.4745
H -0.192 0.082 4.684 -0.4559 0.0146 0.4415
O 1.826 -6.002 -6.739 -0.3291 -0.2743 -1.9790
C 2.097 -5.552 -5.674 0.1724 -0.1402 2.3689
C 1.168 -5.802 -4.500 1.8496 0.8046 -2.2864
C 0.034 -6.506 -4.718 -0.9020 -0.7859 1.6188
C -0.730 -6.754 -3.584 -0.0766 0.4827 -1.7137
C -0.468 -6.198 -2.371 0.8558 -0.2711 0.6768
C 0.730 -5.588 -2.139 0.9057 1.1001 -1.5296
C 1.531 -5.369 -3.264 -0.2053 0.2704 1.8478
C 2.771 -4.635 -3.003 1.5039 -0.2901 -0.4236
O 3.027 -4.154 -1.923 -0.1651 0.3876 0.9235
C 3.820 -4.587 -4.049 -1.1788 -0.2776 -1.4299
C 5.107 -4.150 -3.760 -0.7772 -0.2202 1.0752
C 6.001 -4.120 -4.785 2.4889 0.8306 -0.7942
C 5.727 -4.518 -6.099 -1.6313 0.0037 0.3473
C 4.396 -4.916 -6.429 1.2122 0.3140 2.6405
C 3.431 -4.962 -5.362 2.0470 0.4541 -0.9570
H -0.262 -6.902 -5.656 0.0277 -0.1074 -0.7938
H -1.620 -7.273 -3.741 -1.4520 -0.8623 0.0293
H -1.160 -6.280 -1.604 -1.1969 -0.3238 1.4677
H 1.135 -5.097 -1.277 -0.5613 -0.2424 0.8415
H 5.358 -3.907 -2.708 -0.1675 0.0105 -0.9403
H 7.044 -3.714 -4.635 -1.1960 -0.6499 0.1709
H 6.593 -4.466 -6.761 -0.7007 -0.1996 -0.3299
H 4.155 -5.304 -7.383 -0.3679 -0.1160 -0.8442
O -5.502 5.673 2.847 0.7284 0.5376 0.6901
C -4.328 6.005 2.724 -1.7091 -1.0780 -1.0943
C -3.733 7.157 3.422 0.7917 -0.3935 0.1876
C -4.300 7.648 4.588 -0.2410 1.5205 1.2657
C -3.683 8.644 5.380 1.4675 -0.7107 -2.4610
C -2.396 9.079 4.895 -1.7174 0.4254 0.4154
C -1.877 8.691 3.672 -0.9125 -1.4947 1.1888
C -2.503 7.637 2.974 0.7884 1.1255 0.4782
C -1.749 7.006 1.867 -0.1048 -0.3341 -0.7430
O -0.687 7.432 1.453 -0.1803 0.2226 0.4045
C -2.337 5.776 1.263 0.9627 -0.0619 0.0868
C -1.601 5.125 0.281 -0.8190 -0.9116 -0.1630
C -2.116 3.983 -0.308 -0.1588 0.5246 0.0371
C -3.346 3.500 0.123 0.7358 0.1365 -0.9865
C -4.057 4.104 1.105 -1.4063 0.2625 1.4423
C -3.527 5.248 1.704 -0.5730 0.5075 0.3639
H -5.265 7.321 4.940 -0.1454 -0.4518 -0.3172
H -4.212 9.040 6.239 0.4382 -0.0469 0.0726
H -1.787 9.800 5.408 -0.1677 0.2624 0.5543
H -0.892 9.048 3.487 0.5026 0.0452 -0.8451
H -0.658 5.488 0.007 1.0702 0.6246 -0.3837
H -1.670 3.478 -1.161 0.4508 0.1719 0.3568
H -3.711 2.703 -0.465 -0.7123 -1.0944 -0.0479
H -5.041 3.729 1.475 0.9845 0.3476 -0.4736
O -1.184 -5.443 0.921 -0.1921 0.0488 -0.2801
C -1.406 -6.077 1.940 0.0622 -0.0193 -0.9934
C -2.225 -7.321 1.889 -0.3692 0.0698 0.5675
C -2.948 -7.627 0.737 0.0049 -0.4406 -0.0438
C -3.819 -8.705 0.700 0.9073 0.5376 -0.0909
C -3.950 -9.465 1.830 -1.4255 -2.1141 1.0216
C -3.263 -9.201 3.016 0.4857 0.7110 -0.3434
C -2.376 -8.099 3.052 -0.6845 0.0622 0.2763
C -1.779 -7.612 4.370 -0.7104 -1.9640 1.3855
O -1.868 -8.302 5.396 0.0055 0.9193 -1.8125
C -1.102 -6.312 4.419 0.6980 0.8586 -1.2691
C -0.524 -5.857 5.602 -0.1697 -0.0074 -0.2490
C 0.249 -4.716 5.605 0.5966 -0.3753 -0.5803
C 0.578 -4.081 4.402 0.8855 1.1030 0.5909
C 0.033 -4.508 3.214 -1.3247 -1.5020 1.5599
C -0.856 -5.604 3.206 0.6017 -0.1725 1.8633
H -2.864 -7.078 -0.175 0.3862 0.6555 -0.1626
H -4.295 -8.954 -0.235 -0.3100 -0.0413 0.0465
H -4.683 -10.335 1.821 1.0930 1.1464 0.0387
H -3.442 -9.825 3.889 0.1930 0.2828 -0.0662
H -0.610 -6.419 6.513 -0.3407 -0.1973 0.1012
H 0.736 -4.472 6.531 0.0387 0.4844 0.1550
H 1.313 -3.228 4.403 -0.9659 -0.9267 0.0133
H 0.222 -4.034 2.319 0.5568 0.9176 -1.8167
O 0.710 6.139 4.780 0.2087 -0.0094 -0.0240
C -0.041 5.258 4.402 -0.5812 1.7443 1.5675
C 0.275 4.433 3.273 -0.0611 -1.0242 -1.1751
C 1.510 4.623 2.593 -1.7822 0.2244 1.6329
C 1.864 3.738 1.642 1.7307 -0.7731 -2.1364
C 1.031 2.670 1.304 -0.4877 -0.5253 0.0836
C -0.165 2.470 1.981 -1.4220 0.1054 -0.3860
C -0.633 3.424 2.932 2.5706 -1.0791 -0.6984
C -1.903 3.220 3.639 -1.1239 -0.1400 -0.7475
O -2.762 2.465 3.226 0.3310 -0.8822 -0.2966
C -2.238 4.052 4.773 0.1217 1.7144 1.6270
C -3.451 3.878 5.491 1.7128 -0.3027 -0.8979
C -3.669 4.704 6.536 -1.1851 2.3063 2.0226
C -2.798 5.779 6.905 0.5820 -1.1620 0.3222
C -1.565 5.897 6.268 -1.7673 -0.3094 -0.4118
C -1.343 5.078 5.160 0.3510 -1.0163 -0.5990
H 2.067 5.460 2.951 0.6432 0.3220 -0.1104
H 2.833 3.788 1.061 -1.1049 0.2881 0.8868
H 1.350 1.987 0.501 -0.2594 0.2215 0.5379
H -0.852 1.632 1.724 0.7263 0.6349 0.1456
H -4.128 3.073 5.284 -0.1360 -0.1670 -0.3610
H -4.626 4.632 7.093 0.7507 -0.1114 -0.3369
H -2.968 6.415 7.793 -0.3262 -0.4716 -0.6887
H -0.885 6.666 6.554 0.5475 0.2437 -0.0080
O 4.186 2.697 -2.067 -0.4008 1.3131 0.4216
C 3.318 3.550 -2.276 1.2527 -0.8901 -0.4722
C 3.281 4.908 -1.552 -1.3641 -1.1361 -0.9407
C 4.358 5.382 -0.809 -0.7737 -0.8409 -0.1871
C 4.187 6.522 -0.086 -0.8332 0.7697 1.1753
C 2.943 7.138 0.044 0.1604 1.5241 -1.1559
C 1.891 6.752 -0.771 1.0050 -1.5982 0.6108
C 2.044 5.613 -1.563 0.2289 0.5610 -0.0101
C 0.854 5.237 -2.415 0.8895 -1.5365 -0.3767
O -0.189 5.856 -2.459 0.7956 -0.2290 0.1782
C 1.082 3.971 -3.249 -0.0566 0.0371 -0.4420
C 0.049 3.561 -4.079 -1.6207 1.0754 0.3368
C 0.112 2.456 -4.866 -0.4707 -1.3989 -1.1846
C 1.314 1.767 -4.936 -0.8562 -1.4810 -1.8662
C 2.381 2.183 -4.218 0.8940 -0.2551 1.5331
C 2.282 3.202 -3.294 -1.5106 2.6862 1.1317
H 5.250 4.815 -0.644 0.4274 -0.3587 -0.5268
H 4.971 6.880 0.537 0.6867 0.2585 0.2622
H 2.845 8.110 0.552 0.0964 -0.7981 0.2943
H 0.921 7.142 -0.647 -0.9416 0.8490 -0.1581
H -0.923 4.071 -4.135 0.6714 0.2074 0.4832
H -0.803 2.122 -5.422 1.1896 0.3672 0.5075
H 1.431 0.861 -5.588 -0.2163 1.0017 0.6817
H 3.262 1.595 -4.202 0.8412 -0.3364 -0.1880
C -4.030 0.516 -2.904 -1.9451 -0.0387 0.7424
C -4.638 1.840 -3.376 -0.6725 -1.2832 -0.0744
C -3.567 2.889 -3.315 0.0330 -0.5003 -0.4149
O -2.912 2.638 -4.553 1.2181 1.1613 -0.9131
C -3.692 2.033 -5.461 -0.2721 -0.9856 0.3236
O -3.370 1.741 -6.585 -0.5765 0.6567 1.3429
O -4.838 1.686 -4.814 -0.7835 0.3228 -0.4177
H -4.603 -0.398 -3.147 -0.3588 0.7244 0.3277
H -3.912 0.641 -1.827 0.3370 -0.5389 0.0482
H -3.119 0.333 -3.390 1.6858 0.1425 -0.3920
H -5.574 2.105 -2.803 0.7800 -0.2881 -1.1534
H -2.848 2.568 -2.578 0.1853 0.5884 0.4928
H -3.920 3.920 -3.245 0.2495 -0.0947 0.0350
C -4.039 -2.010 1.852 -0.9310 0.2403 0.9668
C -2.930 -2.623 2.637 1.8487 0.2612 1.4456
C -1.746 -1.655 3.193 -1.2203 -2.4011 -0.1399
O -1.713 -1.978 4.622 0.0857 1.7773 -1.7786
C -2.738 -2.769 4.956 1.4170 -0.7131 -0.0076
O -2.844 -3.184 6.056 -0.7831 -0.2143 1.3611
O -3.435 -3.186 3.921 -0.6350 0.4821 -2.0389
H -4.930 -2.609 2.100 0.0690 0.4516 -0.1887
H -3.934 -2.015 0.785 0.5132 -0.2354 -0.5869
H -4.172 -0.970 2.144 -0.3467 0.0559 0.1377
H -2.506 -3.458 2.081 0.1501 -0.1056 0.1953
H -1.895 -0.638 2.907 -0.5721 0.9970 0.6291
H -0.786 -1.906 2.786 0.4608 -0.4071 -0.1397
C 2.711 -0.820 -1.334 0.8246 -0.1894 0.1676
C 1.398 -1.580 -1.308 1.2649 -1.4451 -0.3418
C 0.615 -1.781 0.034 1.1700 -2.9029 0.3033
O -0.266 -0.719 0.118 -0.8740 1.1157 -1.4736
C -0.326 -0.194 -1.136 -1.7566 2.2284 -0.0981
O -1.044 0.711 -1.483 -0.4682 -0.1387 0.8959
O 0.542 -0.669 -1.972 0.2343 -1.0767 -0.7461
H 3.101 -0.664 -2.376 -0.6431 -0.5722 0.9697
H 3.498 -1.349 -0.738 -0.5452 0.7028 -0.3820
H 2.445 0.185 -1.006 0.6675 0.1424 0.5614
H 1.599 -2.548 -1.886 -1.1225 1.3743 0.9006
H 1.181 -1.765 0.952 0.7900 0.1183 0.0653
H 0.077 -2.782 0.057 0.3657 1.2129 -0.3961
C 7.338 -0.001 -2.297 -0.3257 0.6816 -0.3949
C 6.183 0.353 -3.210 0.0756 1.2201 0.6073
C 6.512 0.650 -4.651 -0.4457 -2.0616 -0.8159
O 5.369 0.047 -5.378 1.0210 0.3465 1.0592
C 4.679 -0.746 -4.510 -0.3841 -0.4206 -1.4964
O 3.717 -1.382 -4.878 1.0273 0.7066 1.0684
O 5.243 -0.734 -3.291 -0.3103 0.0879 -0.1225
H 7.151 0.197 -1.256 -0.5547 -0.1518 0.4209
H 8.179 0.654 -2.507 0.3135 -0.2423 -0.3926
H 7.538 -1.040 -2.437 0.6833 -0.7076 -0.0509
H 5.694 1.263 -2.838 -0.3795 -0.5361 0.2075
H 7.478 0.305 -5.007 -0.0123 -1.1677 -0.0926
H 6.586 1.647 -4.920 -0.6140 2.2232 -0.0905
```
Forces are in eV/Å.

Computed properties:
strongest force on any atom: 3.7 eV/A
net charge: 0
highest occupied orbital energy: -9.31 eV
electronic energy: -172752.92832 eV



| no. | HOMO-LUMO gap (eV) |
| --- | --- |
| 1 | 4.11 |
| 2 | 7.95 |